Below is an isolated molecule of C2H6N4S at a distorted geometry, with properties calculated with the ωB97M-V functional and the def2-TZVPD basis.

- max |F| (eV Å⁻¹) = 1.4
- highest occupied orbital energy (eV) = -9.30
- orbital gap (eV) = 9.8
- structure (SMILES) = [H]/N=C\N/C(=N/[H])NS
- net charge = 0

Last columns: bonded neighbours and bond lengths (Å).
Element x y z (Å)
1 H -1.505 0.258 -2.798  N2 1.022
2 N -0.752 -0.427 -2.875  H1 1.022, C3 1.264
3 C -0.085 -0.497 -1.803  N2 1.264, N4 1.379, H10 1.083
4 N -0.308 0.172 -0.619  C3 1.379, C5 1.381, H11 1.002
5 C 0.305 -0.377 0.490  N4 1.381, N6 1.276, N8 1.383
6 N 1.115 -1.354 0.356  C5 1.276, H7 1.010
7 H 1.663 -1.380 1.204  N6 1.010
8 N 0.038 0.212 1.712  C5 1.383, S9 1.664, H12 0.983
9 S -0.839 1.585 2.051  N8 1.664, H13 1.340
10 H 0.752 -1.184 -1.805  C3 1.083
11 H -0.770 1.062 -0.601  N4 1.002
12 H 0.157 -0.435 2.441  N8 0.983
13 H 0.231 2.367 2.247  S9 1.340

Charges computed using natural (NBO), reported in e: number 1, H, carries 0.31; number 2, N, carries -0.65; number 3, C, carries 0.28; number 4, N, carries -0.66; number 5, C, carries 0.59; number 6, N, carries -0.76; number 7, H, carries 0.34; number 8, N, carries -0.79; number 9, S, carries 0.21; number 10, H, carries 0.21; number 11, H, carries 0.42; number 12, H, carries 0.40; number 13, H, carries 0.10

***

Below is an isolated molecule of C2H6N4S at a distorted geometry, with properties calculated with the ωB97M-V functional and the def2-TZVPD basis.

- max |F| (eV Å⁻¹) = 1.6
- highest occupied orbital energy (eV) = -9.67
- orbital gap (eV) = 10.4
- structure (SMILES) = [H]/N=C(N)\C(=N/[H])NS
- net charge = 0

Last columns: bonded neighbours and bond lengths (Å).
Element x y z (Å)
1 H 0.383 -2.035 -0.724  N2 1.003
2 N 1.240 -1.609 -0.424  H1 1.003, C3 1.282
3 C 1.000 -0.377 -0.165  N2 1.282, N4 1.353, C5 1.510
4 N 2.022 0.461 0.126  C3 1.353, H10 0.988, H11 1.012
5 C -0.349 0.301 -0.175  C3 1.510, N6 1.277, N8 1.377
6 N -0.575 1.518 -0.488  C5 1.277, H7 1.013
7 H 0.316 1.926 -0.742  N6 1.013
8 N -1.371 -0.568 0.140  C5 1.377, S9 1.682, H12 0.984
9 S -2.996 -0.263 -0.168  N8 1.682, H13 1.352
10 H 2.906 0.046 0.275  N4 0.988
11 H 1.822 1.211 0.775  N4 1.012
12 H -1.092 -1.256 0.786  N8 0.984
13 H -3.305 0.647 0.783  S9 1.352

Charges computed using natural (NBO), reported in e: number 1, H, carries 0.34; number 2, N, carries -0.67; number 3, C, carries 0.35; number 4, N, carries -0.80; number 5, C, carries 0.34; number 6, N, carries -0.65; number 7, H, carries 0.34; number 8, N, carries -0.77; number 9, S, carries 0.22; number 10, H, carries 0.40; number 11, H, carries 0.39; number 12, H, carries 0.40; number 13, H, carries 0.10

***

Below is a cluster of 2 separate species, C2H6NO2 in total at a distorted geometry, with properties calculated with the ωB97M-V functional and the def2-TZVPD basis.

- max |F| (eV Å⁻¹) = 3.3
- highest occupied orbital energy (eV) = -4.04
- orbital gap (eV) = 8.6
- net charge = -1

Last columns: bonded neighbours and bond lengths (Å).
Element x y z (Å)
1 C -1.535 -0.185 -1.058  N2 1.462, H3 1.099, H4 1.117, H5 1.084
2 N -0.564 -1.278 -1.070  C1 1.462, H6 1.070, H7 1.016
3 H -1.048 0.772 -1.292  C1 1.099
4 H -1.886 -0.133 0.001  C1 1.117
5 H -2.389 -0.357 -1.703  C1 1.084
6 H -0.115 -1.294 -2.042  N2 1.070
7 H 0.132 -1.157 -0.339  N2 1.016
8 O 1.118 -0.577 0.928  C9 1.265
9 C 1.063 0.686 0.982  O8 1.265, O10 1.252, H11 1.104
10 O 0.165 1.438 0.540  C9 1.252
11 H 1.827 1.222 1.573  C9 1.104

Charges computed using natural (NBO), reported in e: number 1, C, carries -0.41; number 2, N, carries -0.89; number 3, H, carries 0.19; number 4, H, carries 0.19; number 5, H, carries 0.14; number 6, H, carries 0.31; number 7, H, carries 0.41; number 8, O, carries -0.80; number 9, C, carries 0.63; number 10, O, carries -0.78; number 11, H, carries 0.01

***

Below is a cluster of 2 separate species, C2H6NO2 in total, with properties calculated with the ωB97M-V functional and the def2-TZVPD basis.

- max |F| (eV Å⁻¹) = 0.5
- highest occupied orbital energy (eV) = -3.85
- orbital gap (eV) = 8.1
- net charge = -1

Last columns: bonded neighbours and bond lengths (Å).
Element x y z (Å)
1 O 1.261 0.080 1.967  C2 1.250
2 C 0.686 -0.983 2.288  O1 1.250, O3 1.247, H4 1.130
3 O -0.096 -1.696 1.629  C2 1.247
4 H 0.924 -1.338 3.334  C2 1.130
5 C -0.331 0.504 -0.735  N6 1.472, H7 1.092, H8 1.083, H9 1.090
6 N -0.690 0.479 -2.162  C5 1.472, H10 1.008, H11 1.008
7 H 0.411 1.263 -0.474  C5 1.092
8 H 0.026 -0.469 -0.419  C5 1.083
9 H -1.237 0.695 -0.160  C5 1.090
10 H -0.990 1.371 -2.522  N6 1.008
11 H 0.036 0.094 -2.746  N6 1.008

Charges computed using natural (NBO), reported in e: number 1, O, carries -0.80; number 2, C, carries 0.63; number 3, O, carries -0.79; number 4, H, carries -0.02; number 5, C, carries -0.42; number 6, N, carries -0.87; number 7, H, carries 0.17; number 8, H, carries 0.25; number 9, H, carries 0.18; number 10, H, carries 0.33; number 11, H, carries 0.34